Molecular formula: C58H151F6N8O29S2Sr
Method: DFT, ωB97M-V with the def2-TZVPD basis set

```
255
Properties=species:S:1:pos:R:3
Sr -17.15 2.63 9.10
S -19.08 -0.43 7.69
S -16.51 -0.35 8.04
F -15.08 0.53 5.88
F -16.91 -0.31 5.26
F -21.60 -0.06 6.94
F -20.77 1.74 7.83
F -20.10 1.11 5.85
F -15.26 -1.58 6.01
O -15.05 -2.96 14.05
O -10.82 -0.78 6.44
O -10.55 -0.81 9.67
O -11.05 6.70 4.07
O -17.08 4.53 10.67
O -10.84 2.13 6.56
O -16.18 3.55 7.04
O -21.77 -1.89 12.90
O -20.99 4.61 6.02
O -25.38 -1.39 3.82
O -22.02 2.81 4.49
O -17.06 1.05 11.29
O -18.81 -1.54 6.80
O -16.10 -5.45 4.06
O -22.51 1.57 10.18
O -21.05 0.72 14.92
O -15.59 0.53 8.76
O -24.11 3.21 8.69
O -18.47 -0.11 15.58
O -18.13 -7.44 10.65
O -25.70 -6.46 7.43
O -19.62 2.29 10.86
O -18.14 -6.44 5.59
O -22.14 -4.08 5.00
O -16.71 -1.72 8.51
O -17.66 -1.07 1.46
O -13.52 -4.83 13.10
O -19.49 -0.91 9.01
O -12.66 1.02 2.03
N -14.64 3.60 9.41
N -19.14 4.53 8.50
N -18.33 -4.70 2.40
N -12.69 1.17 8.87
N -17.92 0.68 7.87
N -23.40 -3.45 7.49
N -26.06 -1.38 7.31
N -19.10 -5.26 7.89
C -21.62 6.70 5.14
C -9.45 2.99 8.38
C -17.04 -8.32 10.94
C -14.83 -5.89 5.97
C -21.56 2.11 3.31
C -24.79 -4.25 9.15
C -19.36 -3.39 0.49
C -20.42 1.52 12.82
C -16.39 -2.73 13.87
C -20.26 -7.80 4.92
C -12.51 5.17 5.23
C -18.05 0.86 12.10
C -17.96 5.63 10.46
C -16.83 3.63 5.86
C -22.87 0.22 10.25
C -13.08 5.19 8.62
C -21.29 -2.96 4.89
C -18.01 -2.18 2.41
C -15.92 -0.43 6.15
C -18.48 5.71 9.00
C -11.68 -1.89 6.21
C -16.90 4.23 12.04
C -25.71 -0.83 6.00
C -19.40 1.51 11.88
C -12.29 0.91 10.29
C -11.77 -0.55 10.37
C -18.72 0.37 14.48
C -18.24 -3.44 1.57
C -20.65 -3.13 11.20
C -23.44 3.67 7.51
C -20.71 5.52 5.01
C -24.26 -0.41 6.12
C -24.01 -4.71 7.90
C -9.58 2.75 6.84
C -20.47 -2.19 12.36
C -20.17 0.90 14.08
C -13.53 1.01 11.21
C -13.47 0.31 2.98
C -17.74 0.36 13.35
C -24.94 -5.43 6.80
C -10.23 -2.22 9.51
C -14.33 -5.23 12.05
C -18.86 -7.71 5.61
C -25.97 -1.98 4.95
C -19.32 6.96 8.71
C -14.86 4.12 7.14
C -15.25 -4.82 5.00
C -19.30 -5.97 9.11
C -20.52 -6.84 9.05
C -14.37 -4.12 11.01
C -17.58 0.18 2.12
C -11.84 5.59 3.91
C -25.70 -2.12 2.63
C -24.37 0.20 10.31
C -24.91 -7.52 8.03
C -17.98 -6.67 9.49
C -20.49 0.68 7.04
C -14.52 4.69 8.54
H -21.76 -0.97 13.18
H -25.41 -2.90 5.10
H -16.85 0.09 2.92
H -11.72 4.62 5.73
H -20.09 -7.60 3.87
H -22.37 3.70 7.69
H -10.39 3.46 8.71
H -22.98 2.84 4.41
H -15.92 -4.11 5.46
H -24.94 -1.92 1.88
H -11.21 4.80 3.50
H -19.47 7.04 7.64
H -18.84 5.54 11.08
H -22.59 6.50 4.69
H -25.62 -8.17 8.52
H -19.26 -4.28 -0.12
H -18.74 7.84 9.00
H -13.05 5.88 5.86
H -24.34 -5.70 5.93
H -20.01 -4.86 7.71
H -20.98 3.78 5.53
H -11.84 1.31 8.33
H -21.01 -2.61 5.89
H -20.46 -7.50 8.18
H -20.82 -4.19 11.40
H -10.58 -2.71 10.41
H -20.95 -7.01 5.21
H -11.74 0.80 2.18
H -18.37 -5.96 6.39
H -11.91 -1.81 5.15
H -17.56 6.60 10.77
H -20.37 -3.42 0.90
H -23.10 -5.29 7.98
H -12.53 -1.30 10.15
H -14.06 -4.20 13.59
H -17.29 -3.63 1.07
H -20.28 6.93 9.22
H -13.15 -0.66 3.36
H -12.50 -2.19 6.88
H -18.47 0.46 2.69
H -14.30 1.78 11.15
H -19.18 -2.60 -0.24
H -25.65 -3.21 2.55
H -16.94 -2.59 14.80
H -16.30 3.27 4.98
H -11.04 -2.77 6.30
H -9.18 -2.37 9.27
H -17.82 3.92 12.54
H -13.57 0.88 3.91
H -9.60 2.05 8.91
H -19.10 -4.78 3.05
H -23.75 4.66 7.19
H -16.64 -8.88 10.09
H -17.68 -7.22 8.60
H -27.03 -2.13 4.81
H -17.17 4.61 5.53
H -12.64 5.51 9.56
H -19.37 -5.21 9.89
H -14.23 0.19 11.10
H -20.49 2.12 3.12
H -21.60 1.54 10.49
H -12.34 4.46 8.28
H -15.07 -3.33 11.27
H -24.14 -2.76 7.51
H -19.71 5.92 5.15
H -22.48 -0.33 9.40
H -14.05 3.45 6.86
H -26.21 -0.56 7.88
H -13.27 0.47 8.43
H -17.14 -2.25 3.06
H -21.76 1.04 3.38
H -17.47 -4.68 2.92
H -14.01 -5.57 6.61
H -15.35 -5.45 12.37
H -21.06 7.57 4.79
H -21.47 -2.76 10.59
H -14.68 -2.19 14.48
H -16.70 0.06 13.42
H -23.62 2.51 9.13
H -14.93 4.95 6.45
H -16.78 -5.91 4.56
H -14.09 2.80 9.11
H -18.26 -8.35 4.96
H -17.70 3.00 5.96
H -23.92 0.13 5.24
H -10.63 1.49 5.88
H -20.80 -8.72 5.14
H -21.95 6.98 6.14
H -14.49 3.81 10.38
H -18.90 -1.94 3.00
H -10.66 -2.57 8.57
H -11.46 1.58 10.47
H -12.94 6.05 7.96
H -13.25 4.39 5.07
H -24.80 0.73 11.16
H -14.41 -4.30 4.54
H -9.64 3.69 6.29
H -17.13 -6.00 9.64
H -8.79 2.10 6.48
H -20.38 -3.20 4.34
H -19.83 -2.69 13.08
H -14.47 0.12 2.58
H -11.66 7.33 4.47
H -20.07 -1.24 12.01
H -12.55 5.76 3.10
H -17.61 5.84 8.34
H -14.29 -6.64 5.38
H -23.62 -1.29 6.05
H -24.22 -8.06 7.39
H -21.35 2.02 12.57
H -16.58 5.11 12.61
H -13.25 0.95 12.26
H -14.77 -4.35 10.03
H -8.65 3.63 8.73
H -21.44 -6.26 9.08
H -25.65 -4.68 6.46
H -25.60 -3.54 8.99
H -15.52 -6.28 6.72
H -24.13 -3.79 9.89
H -20.78 5.11 4.00
H -22.86 -3.17 8.30
H -18.42 -4.58 8.21
H -26.97 -1.81 7.18
H -18.91 -8.03 6.64
H -16.63 -1.92 13.19
H -19.96 4.25 9.02
H -11.47 -0.67 11.41
H -17.27 -9.18 11.57
H -25.23 -5.14 9.59
H -16.80 -3.64 13.42
H -19.60 4.64 7.61
H -23.95 0.12 7.02
H -19.79 -3.14 10.53
H -21.82 -2.17 4.37
H -23.54 2.91 6.73
H -13.42 -3.59 10.94
H -24.33 -7.12 8.87
H -16.07 3.53 12.07
H -16.17 -7.84 11.38
H -17.38 1.05 1.50
H -24.71 -0.83 10.40
H -22.50 -0.16 11.21
H -22.65 -3.85 5.78
H -26.68 -1.80 2.27
H -24.85 0.48 9.37
H -20.51 -7.44 9.96
H -22.05 2.53 2.43
H -26.29 0.06 5.77
H -15.15 5.56 8.75
H -10.93 -0.39 7.31
H -13.96 -6.12 11.54
```

Properties
HOMO level in eV: -4.399
F_max in eV/A: 4.45
Net charge: -1
Energy in eV: -172695.94356